one.
C5H14N | ωB97M-V with the def2-TZVPD basis set

HOMO, eV: -15.26
Net charge: +1
LUMO, eV: -3.711

Positions of all 20 atoms, in Å:
C 1.010 -0.066 1.428
C -0.414 -0.219 0.930
C -0.595 -0.029 -0.577
C 0.371 -0.899 -1.415
C -2.051 -0.186 -1.007
N 1.570 1.262 0.915
H 1.719 -0.829 1.118
H 1.017 0.098 2.499
H -1.043 0.488 1.478
H -0.782 -1.218 1.182
H -0.304 0.986 -0.864
H 1.402 -0.556 -1.353
H -0.045 -1.065 -2.410
H 0.385 -1.911 -0.988
H -2.699 0.251 -0.234
H -2.273 0.357 -1.916
H -2.377 -1.221 -1.090
H 2.564 1.376 1.119
H 1.511 1.336 -0.108
H 1.034 2.045 1.293

Atom charges from the natural (NBO) analysis, given in e for atoms 1 to 5:
1 C -0.20
2 C -0.44
3 C -0.21
4 C -0.62
5 C -0.61

***

two.
C5H14N | ωB97M-V with the def2-TZVPD basis set

HOMO, eV: -15.20
Net charge: +1
LUMO, eV: -7.284

Positions of all 20 atoms, in Å:
C -1.646 1.589 2.083
C -0.685 -0.330 -0.451
C 0.483 -0.344 -1.324
C 1.694 0.369 -0.656
C 0.817 -1.832 -1.610
N -0.427 0.801 1.800
H -2.541 1.254 1.576
H -1.827 1.469 3.152
H -0.779 -1.193 0.199
H -0.399 0.537 0.771
H 0.330 0.152 -2.273
H 1.499 1.424 -0.497
H 2.589 0.298 -1.261
H 1.888 -0.086 0.313
H -0.084 -2.385 -1.868
H 1.471 -1.863 -2.481
H 1.310 -2.292 -0.754
H -1.665 -0.085 -0.855
H -0.591 -0.120 2.222
H -1.436 2.636 1.914

Atom charges from the natural (NBO) analysis, given in e for atoms 1 to 5:
1 C -0.45
2 C 0.04
3 C -0.34
4 C -0.58
5 C -0.58

***

three.
C5H14N | ωB97M-V with the def2-TZVPD basis set

HOMO, eV: -14.38
Net charge: +1
LUMO, eV: -6.139

Positions of all 20 atoms, in Å:
C -0.163 -0.490 0.404
C 0.475 0.689 -0.159
C 0.025 2.173 0.002
C -0.188 -0.099 -1.229
C 0.463 -1.141 -2.081
N 0.075 -0.544 1.771
H -1.835 1.764 3.117
H -0.568 -4.204 2.743
H 1.570 0.682 -0.209
H 0.688 2.865 -0.516
H -0.053 2.371 1.079
H -1.020 2.195 -0.297
H -1.226 0.137 -1.488
H -1.711 1.516 2.423
H 1.550 -1.100 -2.003
H 0.082 -1.270 -3.089
H 0.297 -2.116 -1.609
H -1.000 -3.754 2.344
H -0.694 -0.096 2.275
H 0.336 -1.391 2.273

Atom charges from the natural (NBO) analysis, given in e for atoms 1 to 5:
1 C 0.52
2 C -0.38
3 C -0.59
4 C -0.02
5 C -0.67

***

four.
C5H14N | ωB97M-V with the def2-TZVPD basis set

HOMO, eV: -15.13
Net charge: +1
LUMO, eV: -3.682

Positions of all 20 atoms, in Å:
C -1.443 0.828 0.449
C 0.000 0.569 0.839
C 0.702 -0.438 -0.086
C 0.664 0.097 -1.551
C 2.206 -0.422 0.313
N -2.195 -0.499 0.311
H -1.576 1.420 -0.451
H -1.958 1.370 1.247
H 0.032 0.259 1.884
H 0.475 1.556 0.810
H 0.410 -1.493 -0.166
H -0.306 -0.127 -2.008
H 1.397 -0.502 -2.103
H 0.945 1.137 -1.713
H 2.273 -0.448 1.404
H 2.697 -1.305 -0.082
H 2.676 0.512 0.011
H -2.340 -0.738 -0.671
H -1.580 -1.195 0.746
H -3.081 -0.579 0.817

Atom charges from the natural (NBO) analysis, given in e for atoms 1 to 5:
1 C -0.22
2 C -0.43
3 C -0.25
4 C -0.62
5 C -0.60

***

Ordering by calculated energy gives the sequence one, four, two, three, with the first entry being the most stable.